Entry 1:
This record from the OMol25 dataset describes 7 unconnected molecules or ions with the total composition C30H79N5O11 in a non-equilibrium geometry. The level of theory is wB97M-V/def2-TZVPD.

```
125
Properties=species:S:1:pos:R:3
C 8.014 -4.563 -3.915
O 7.494 -3.355 -4.544
C 7.216 -3.443 -5.905
C 6.101 -2.525 -6.186
N 6.393 -1.142 -5.906
C 5.310 -0.219 -5.445
C 4.103 -0.113 -6.336
O 2.913 0.474 -5.701
C 2.443 -0.280 -4.585
H 7.114 -4.778 -3.339
H 8.831 -4.357 -3.223
H 8.163 -5.526 -4.403
H 6.831 -4.447 -6.085
H 8.075 -3.266 -6.551
H 5.328 -2.818 -5.475
H 5.853 -2.512 -7.247
H 6.985 -1.180 -5.088
H 5.748 0.772 -5.333
H 5.020 -0.491 -4.430
H 3.857 -1.094 -6.742
H 4.425 0.462 -7.205
H 1.395 -0.024 -4.432
H 2.991 -0.025 -3.678
H 2.409 -1.363 -4.701
C 1.186 0.768 2.940
O 0.844 0.633 4.307
C 1.954 0.628 5.249
C 2.919 1.908 5.239
N 2.164 3.196 5.241
C 2.071 3.846 6.510
C 3.287 4.725 6.788
O 3.176 6.083 6.338
C 2.988 6.318 5.012
H 1.700 -0.160 2.690
H 1.898 1.462 2.493
H 0.264 0.765 2.359
H 2.613 -0.216 5.047
H 1.454 0.559 6.215
H 3.630 1.869 4.414
H 3.476 1.738 6.160
H 1.270 2.781 5.022
H 1.862 3.024 7.193
H 1.159 4.441 6.540
H 4.232 4.284 6.470
H 3.486 4.874 7.849
H 2.699 7.317 4.686
H 2.061 5.874 4.650
H 3.866 6.044 4.428
C -11.543 2.124 -0.874
O -10.182 2.007 -0.766
C -9.555 2.126 0.540
C -8.399 1.138 0.637
N -7.074 1.664 0.247
C -6.010 0.701 0.323
C -4.731 1.400 -0.058
O -4.822 2.053 -1.298
C -3.605 2.569 -1.733
H -11.979 1.418 -0.167
H -11.912 1.967 -1.887
H -11.850 3.150 -0.669
H -10.276 1.925 1.333
H -9.269 3.132 0.847
H -8.694 0.322 -0.023
H -8.336 0.669 1.619
H -7.145 2.041 -0.688
H -6.132 -0.126 -0.376
H -6.036 0.393 1.368
H -3.872 0.734 0.028
H -4.504 2.199 0.647
H -3.615 2.996 -2.736
H -2.721 1.940 -1.625
H -3.373 3.529 -1.271
C 0.528 -9.543 4.886
O 0.004 -8.304 4.549
C -1.430 -8.243 4.554
C -2.026 -6.876 4.585
N -1.724 -6.085 3.464
C -0.476 -5.367 3.675
C -0.239 -4.433 2.418
O -1.283 -3.444 2.425
C -1.143 -2.527 1.370
H 0.787 -10.010 3.936
H -0.071 -10.266 5.441
H 1.380 -9.285 5.515
H -1.846 -8.732 5.436
H -1.902 -8.841 3.774
H -1.779 -6.494 5.576
H -3.099 -7.057 4.643
H -2.516 -5.470 3.341
H 0.381 -6.040 3.726
H -0.445 -4.835 4.626
H -0.342 -5.079 1.546
H 0.622 -3.767 2.461
H -0.550 -2.864 0.520
H -0.539 -1.702 1.749
H -2.079 -2.051 1.081
C 0.669 3.878 -2.727
C -0.671 3.483 -3.219
C -1.232 4.382 -4.342
O -1.487 5.785 -4.051
C -1.909 6.609 -5.149
N -0.702 2.098 -3.635
H 1.371 3.481 -3.461
H 1.030 3.455 -1.789
H 0.750 4.963 -2.663
H -1.273 3.560 -2.314
H -2.145 3.869 -4.642
H -0.600 4.339 -5.229
H -2.611 6.154 -5.848
H -1.090 6.927 -5.794
H -2.373 7.514 -4.757
H -0.488 2.011 -4.618
H -1.658 1.912 -3.903
C -0.561 0.189 -0.833
O 0.632 0.815 -1.413
H -1.313 0.830 -0.372
H -0.998 -0.553 -1.500
H -0.071 -0.498 -0.143
H 0.504 1.334 -2.211
C 4.101 0.262 -0.298
O 2.797 0.168 0.199
H 4.642 1.031 0.254
H 4.697 -0.577 0.062
H 4.083 0.374 -1.382
H 2.063 0.503 -0.320
```

Computed properties:
multiplicity = 2
energy above the lowest of the compared OMol25 structures with the same formula, charge and spin = 87.5 kcal per mole
frontier orbital gap (spin up / spin down) = 7.47 / 1.88 eV
molar mass = 686.0 g mol⁻¹
E = -2291.09778 hartree
HOMO energy (spin up / spin down) = -9.9 / -9.9 eV
charge = +1
LUMO energy (spin up / spin down) = -2.46 / -8.06 eV

Entry 2:
This record from the OMol25 dataset describes 2 unconnected molecules or ions with the total composition C3H6BrClN2O in a non-equilibrium geometry. The level of theory is wB97M-V/def2-TZVPD.

```
14
Properties=species:S:1:pos:R:3
C -1.328 0.306 0.101
C 0.511 -1.312 0.169
C 1.905 0.194 0.771
N -1.942 1.185 -0.691
N -0.333 -0.538 -0.571
O -1.564 0.245 1.286
Cl 1.112 1.551 0.275
Br 3.501 -0.238 -0.223
H 1.039 -2.050 -0.408
H -0.015 -1.741 0.961
H 2.148 0.174 1.877
H -1.860 1.362 -1.654
H -2.874 1.525 -0.302
H -0.300 -0.663 -1.592
```

Computed properties:
energy above the lowest of the compared OMol25 structures with the same formula, charge and spin = 41.4 kcal per mole
frontier orbital gap = 9.08 eV
molar mass = 201.5 g mol⁻¹
E = -3336.81364 hartree
HOMO energy = -8.5 eV
LUMO energy = 0.58 eV

Entry 3:
This record from the OMol25 dataset describes F2H2O4Si in the gas phase in a non-equilibrium geometry. The level of theory is wB97M-V/def2-TZVPD.

```
9
Properties=species:S:1:pos:R:3
O -1.253 0.822 0.943
Si -0.069 -0.188 0.577
O 1.297 0.683 0.520
F 0.660 -0.724 1.887
O -0.585 -1.376 -0.831
O -0.480 -0.604 -2.079
F 0.873 -0.180 -2.188
H -1.981 0.741 1.577
H 1.538 0.825 -0.407
```

Computed properties:
energy above the lowest of the compared OMol25 structures with the same formula, charge and spin = 35.8 kcal per mole
frontier orbital gap = 11.44 eV
molar mass = 132.1 g mol⁻¹
E = -791.31800 hartree
HOMO energy = -11.7 eV
SMILES = O[Si](O)(F)OOF
LUMO energy = -0.26 eV

Entry 4:
This record from the OMol25 dataset describes a molecular structure, C24H44Cl2N3O6SiTi in a non-equilibrium geometry. The level of theory is wB97M-V/def2-TZVPD.

```
81
Properties=species:S:1:pos:R:3
C -1.417 -0.529 -3.150
C -1.000 -1.857 -2.630
H -1.099 -0.340 -4.181
H -1.028 0.282 -2.513
H -2.515 -0.438 -3.099
C -0.460 -2.862 -3.355
C -0.277 -2.905 -4.832
H -0.180 -3.782 -2.851
H -0.474 -1.959 -5.354
H -0.932 -3.673 -5.280
H 0.751 -3.226 -5.074
Ti 0.054 0.327 0.609
Cl -0.221 2.107 -0.745
C -0.351 -2.313 2.448
O 0.398 -1.363 2.123
N 0.034 -3.331 3.248
C 1.393 -3.496 3.744
C -0.924 -4.375 3.574
H -1.397 -2.370 2.084
H 1.993 -2.627 3.496
H 1.854 -4.400 3.323
H 1.375 -3.644 4.832
H -1.890 -4.119 3.124
H -1.049 -4.470 4.667
H -0.603 -5.353 3.178
H 0.932 2.918 5.521
H -1.101 4.318 4.926
C 1.275 2.994 4.483
C -0.716 4.369 3.899
N 0.128 3.215 3.604
H 1.795 2.087 4.189
C -0.144 2.450 2.561
O 0.533 1.395 2.292
H -1.562 4.368 3.201
H -0.973 2.751 1.904
H 1.958 3.852 4.439
H -0.167 5.315 3.784
H 1.535 -0.310 -2.948
H 2.544 -2.790 -2.602
C 2.396 0.036 -2.356
C 3.363 -2.245 -2.097
N 2.855 -1.038 -1.465
H 2.104 0.919 -1.784
C 2.640 -0.996 -0.146
O 2.011 -0.033 0.395
H 3.789 -2.899 -1.323
H 3.026 -1.814 0.486
H 3.195 0.292 -3.065
H 4.129 -1.999 -2.846
O -0.247 -1.061 -0.578
C -1.198 -1.946 -1.138
C 0.176 -3.891 -0.257
C -1.069 -3.338 -0.525
H 1.075 -3.297 -0.467
C 0.262 -5.209 0.208
H -2.200 -1.546 -0.920
C -2.234 -4.073 -0.273
H 1.246 -5.651 0.381
C -0.899 -5.955 0.411
C -2.146 -5.388 0.177
H -3.195 -3.601 -0.483
H -0.834 -6.986 0.761
H -3.066 -5.958 0.330
Si -0.284 6.313 -2.427
Cl -0.529 5.025 -4.058
C 1.555 6.346 -2.089
C -1.381 5.460 -1.181
C -0.828 8.114 -2.628
H 1.972 5.330 -2.115
H 1.751 6.783 -1.102
H 2.070 6.959 -2.842
H -0.206 8.650 -3.359
H -0.717 8.631 -1.660
H -1.882 8.192 -2.927
H -1.128 4.393 -1.100
H -2.431 5.542 -1.499
H -1.277 5.918 -0.191
O -3.675 -0.458 2.242
C -2.517 -0.062 2.314
O -1.755 0.238 1.272
H -1.993 0.086 3.287
```

Computed properties:
multiplicity = 2
energy above the lowest of the compared OMol25 structures with the same formula, charge and spin = 0.0 kcal per mole
frontier orbital gap (spin up / spin down) = 6.20 / 8.59 eV
molar mass = 617.5 g mol⁻¹
E = -3616.21041 hartree
HOMO energy (spin up / spin down) = -5.9 / -8.3 eV
LUMO energy (spin up / spin down) = 0.34 / 0.33 eV

Entry 5:
This record from the OMol25 dataset describes C5H11N in the gas phase in a non-equilibrium geometry. The level of theory is wB97M-V/def2-TZVPD.

```
17
Properties=species:S:1:pos:R:3
C -1.348 -0.452 -2.206
C -0.926 -0.484 -0.902
N -1.638 -1.322 -0.026
C 0.345 0.149 -0.419
C 0.409 0.380 1.079
C 1.592 1.243 1.538
H -1.397 0.510 -2.705
H -1.430 -1.368 -2.775
H -2.078 -2.033 -0.609
H -1.027 -1.754 0.666
H 0.603 1.070 -0.945
H 1.103 -0.588 -0.704
H 0.458 -0.572 1.614
H -0.451 0.902 1.503
H 1.677 2.118 0.891
H 2.558 0.741 1.397
H 1.549 1.459 2.603
```

Computed properties:
energy above the lowest of the compared OMol25 structures with the same formula, charge and spin = 39.9 kcal per mole
frontier orbital gap = 8.52 eV
molar mass = 85.1 g mol⁻¹
E = -251.79889 hartree
HOMO energy = -7.5 eV
SMILES = C=C(N)CCC
LUMO energy = 0.98 eV